{
  "formula": "C85H180F12N7O4P",
  "method": "ωB97M-V/def2-TZVPD",
  "species": ["P", "F", "F", "F", "F", "F", "F", "C", "C", "C", "C", "N", "C", "C", "C", "C", "C", "C", "C", "H", "H", "H", "H", "H", "H", "H", "H", "H", "H", "H", "H", "H", "H", "H", "H", "H", "H", "H", "H", "H", "H", "H", "H", "C", "C", "C", "C", "N", "C", "C", "C", "C", "C", "C", "C", "H", "H", "H", "H", "H", "H", "H", "H", "H", "H", "H", "H", "H", "H", "H", "H", "H", "H", "H", "H", "H", "H", "H", "H", "C", "C", "C", "C", "N", "C", "C", "C", "C", "C", "C", "C", "H", "H", "H", "H", "H", "H", "H", "H", "H", "H", "H", "H", "H", "H", "H", "H", "H", "H", "H", "H", "H", "H", "H", "H", "C", "C", "C", "C", "N", "C", "C", "C", "C", "C", "C", "C", "H", "H", "H", "H", "H", "H", "H", "H", "H", "H", "H", "H", "H", "H", "H", "H", "H", "H", "H", "H", "H", "H", "H", "H", "C", "C", "C", "C", "N", "C", "C", "C", "C", "C", "C", "C", "H", "H", "H", "H", "H", "H", "H", "H", "H", "H", "H", "H", "H", "H", "H", "H", "H", "H", "H", "H", "H", "H", "H", "H", "C", "C", "C", "C", "N", "C", "C", "C", "C", "C", "C", "C", "H", "H", "H", "H", "H", "H", "H", "H", "H", "H", "H", "H", "H", "H", "H", "H", "H", "H", "H", "H", "H", "H", "H", "H", "C", "C", "C", "C", "N", "C", "C", "C", "C", "C", "C", "C", "H", "H", "H", "H", "H", "H", "H", "H", "H", "H", "H", "H", "H", "H", "H", "H", "H", "H", "H", "H", "H", "H", "H", "H", "C", "O", "O", "C", "F", "F", "F", "C", "C", "H", "H", "H", "H", "H", "H", "C", "O", "O", "C", "F", "F", "F", "C", "C", "H", "H", "H", "H", "H", "H"],
  "positions_angstrom": [[20.533703, 15.209578, 16.359832], [21.852386, 15.477233, 15.514480], [19.861949, 14.323128, 15.199479], [21.292722, 13.855922, 16.894390], [19.264804, 14.860617, 17.287316], [21.096121, 16.103583, 17.636516], [19.897425, 16.541082, 15.720967], [24.652791, 14.104245, 15.607433], [24.060284, 13.439958, 14.396707], [25.089089, 12.871776, 13.490693], [25.815646, 11.612433, 14.084606], [26.975282, 11.297691, 13.184378], [27.736316, 10.158272, 13.762790], [28.607853, 10.782745, 14.820013], [28.801683, 12.214393, 14.303750], [27.985670, 12.394450, 13.039657], [26.516392, 10.882618, 11.727218], [25.493267, 9.746818, 11.688581], [25.148830, 9.416393, 10.253981], [23.882081, 14.459323, 16.293923], [25.176214, 14.984754, 15.250381], [25.381349, 13.442817, 16.084196], [23.485442, 14.187096, 13.856368], [23.279281, 12.786721, 14.761187], [25.767137, 13.628118, 13.102651], [24.510919, 12.471561, 12.624390], [25.119853, 10.797185, 14.091684], [26.221842, 11.705263, 15.098521], [28.268968, 9.600442, 12.983285], [27.026805, 9.436015, 14.164080], [29.535564, 10.267709, 14.916785], [28.130787, 10.837553, 15.777096], [29.874198, 12.433190, 14.178227], [28.472215, 12.945637, 15.046718], [28.586420, 12.245678, 12.163631], [27.427751, 13.349285, 13.101319], [27.428411, 10.540131, 11.277899], [26.181524, 11.765891, 11.200846], [24.601342, 9.977650, 12.292926], [25.953756, 8.823809, 12.064708], [26.003270, 9.242607, 9.643628], [24.665286, 10.323508, 9.871313], [24.484773, 8.550569, 10.150432], [20.670583, 17.115702, 12.546760], [20.688868, 18.344874, 13.479229], [22.039062, 18.523818, 14.193959], [22.142432, 19.894980, 14.926218], [23.109785, 19.944417, 16.106641], [24.518621, 19.447676, 15.795088], [25.033429, 19.034365, 17.109101], [23.839550, 18.410731, 17.815086], [22.594677, 19.024979, 17.192327], [23.084379, 21.377198, 16.670199], [21.819068, 22.135464, 16.947842], [22.119779, 23.566867, 17.310724], [21.128769, 16.258486, 13.059628], [21.314915, 17.265858, 11.656967], [19.642256, 16.960002, 12.216721], [19.891711, 18.290200, 14.207695], [20.542986, 19.266154, 12.859917], [22.755082, 18.454982, 13.373430], [22.227642, 17.706652, 14.851633], [21.179072, 20.122849, 15.334338], [22.428277, 20.727320, 14.249128], [25.102556, 20.189127, 15.221525], [24.355134, 18.547134, 15.187626], [25.447072, 19.938963, 17.608908], [25.918167, 18.366102, 16.986321], [23.991107, 18.526649, 18.897359], [23.858410, 17.351251, 17.652892], [22.007471, 19.563648, 17.943322], [21.987429, 18.234560, 16.774353], [23.800513, 21.935931, 16.013427], [23.575817, 21.312646, 17.635018], [21.318581, 21.558139, 17.727629], [21.183199, 22.154978, 16.057884], [22.647548, 24.083700, 16.521159], [22.756766, 23.678007, 18.194299], [21.176649, 24.115456, 17.458384], [11.470655, 17.240849, 9.650620], [11.381653, 18.400743, 10.577735], [12.741378, 19.096835, 10.656345], [12.992110, 19.729830, 11.994096], [13.873500, 20.964551, 11.935830], [14.022917, 21.547881, 13.351089], [14.230358, 23.087295, 13.242454], [13.990251, 23.386099, 11.774957], [13.205853, 22.170010, 11.252734], [15.192423, 20.712655, 11.306330], [15.930186, 19.461643, 11.715168], [17.400057, 19.522064, 11.265477], [10.574418, 16.630692, 9.602415], [12.232945, 16.585645, 10.070197], [11.873263, 17.596139, 8.693057], [11.173856, 18.068680, 11.611366], [10.536927, 19.102468, 10.376957], [12.747437, 19.774182, 9.804436], [13.508375, 18.323815, 10.507689], [13.410740, 18.993268, 12.704525], [12.090241, 20.076287, 12.514834], [14.809317, 20.978028, 13.868894], [13.122097, 21.343881, 13.906540], [15.190047, 23.484623, 13.593826], [13.491556, 23.611293, 13.877168], [14.903613, 23.512098, 11.207941], [13.461653, 24.326768, 11.594860], [13.180091, 21.975724, 10.188260], [12.161638, 22.217691, 11.569445], [15.795404, 21.600478, 11.566306], [15.023597, 20.660707, 10.222397], [15.452289, 18.561455, 11.329327], [15.920653, 19.384950, 12.801336], [17.962319, 18.610551, 11.522260], [17.908759, 20.418096, 11.635116], [17.534529, 19.527311, 10.163266], [16.377865, 8.987209, 18.370008], [17.219082, 10.109857, 18.976569], [18.344168, 10.515126, 18.120493], [19.424192, 9.552740, 17.901408], [20.650511, 10.092179, 17.121166], [21.563634, 8.954099, 16.773983], [22.896990, 9.660319, 16.510298], [22.939762, 10.950442, 17.327085], [21.501553, 11.080924, 17.948133], [20.357262, 10.881248, 15.764851], [19.418666, 10.204304, 14.846170], [19.087263, 11.210327, 13.733662], [16.369550, 8.895018, 17.271754], [15.359872, 8.911431, 18.721234], [16.899889, 8.067653, 18.671496], [17.515742, 9.799224, 19.951139], [16.632680, 10.980511, 19.149002], [18.716430, 11.458074, 18.462695], [17.929715, 10.768696, 17.118119], [19.118357, 8.708074, 17.320220], [19.780845, 9.206981, 18.851623], [21.198698, 8.352117, 15.978151], [21.606068, 8.281843, 17.625874], [23.058810, 9.849051, 15.465264], [23.698826, 8.989444, 16.807177], [23.292476, 11.818529, 16.813750], [23.662204, 10.822300, 18.128935], [21.145888, 12.084682, 17.829029], [21.470521, 10.749734, 18.969894], [21.335769, 10.908241, 15.349332], [19.898750, 11.800493, 16.176564], [18.477472, 9.977678, 15.355142], [19.931685, 9.372090, 14.380740], [18.894579, 12.222190, 14.124780], [18.164433, 10.834505, 13.261560], [19.904986, 11.284015, 13.091639], [23.387216, 14.850075, 20.258279], [22.872999, 15.282507, 21.724388], [23.754962, 16.446780, 22.230465], [25.147786, 16.021453, 22.771003], [26.234988, 17.022206, 22.590923], [26.445399, 17.413611, 21.125951], [27.990010, 17.230579, 20.890136], [28.244645, 16.012015, 21.752011], [27.535595, 16.386612, 23.046758], [25.942034, 18.294960, 23.529422], [26.914905, 19.473019, 23.412807], [26.783552, 20.279285, 24.727448], [24.432346, 14.538484, 20.395540], [23.301540, 15.701821, 19.568138], [22.895230, 13.992556, 19.826329], [22.907913, 14.413645, 22.405724], [21.817950, 15.516422, 21.637722], [23.294794, 16.988013, 23.052878], [23.896756, 17.135154, 21.379723], [25.434030, 15.087546, 22.290985], [25.101131, 15.857205, 23.879841], [26.042383, 18.414408, 20.927168], [25.875864, 16.690543, 20.574175], [28.498180, 18.157874, 21.196254], [28.167026, 16.986792, 19.840318], [29.324279, 15.783251, 21.926587], [27.962278, 15.070917, 21.319747], [28.078381, 17.208048, 23.499561], [27.347507, 15.526067, 23.754954], [26.046975, 17.830428, 24.516013], [24.893271, 18.497721, 23.365712], [26.806780, 20.075805, 22.489630], [27.959983, 19.167335, 23.379063], [25.756222, 20.602348, 24.993212], [27.400052, 21.202319, 24.651294], [27.132531, 19.825724, 25.645965], [16.078068, 14.410302, 16.703396], [16.209884, 13.019471, 17.273224], [14.829615, 12.546729, 17.747958], [14.239799, 13.599191, 18.684866], [13.288630, 13.064761, 19.765181], [11.968923, 12.584120, 19.170090], [10.929074, 12.666234, 20.311208], [11.594516, 13.602574, 21.359736], [12.858444, 14.160887, 20.749369], [14.052030, 11.866346, 20.384869], [13.676312, 11.302365, 21.730270], [14.564480, 10.136641, 22.131951], [17.091590, 14.840439, 16.560356], [15.540932, 15.077345, 17.349536], [15.695989, 14.463685, 15.694770], [16.849979, 13.031350, 18.152931], [16.622406, 12.350564, 16.530206], [14.817780, 11.563706, 18.216070], [14.115474, 12.317840, 16.923689], [13.691655, 14.358239, 18.102185], [15.059495, 14.041439, 19.268148], [12.043424, 11.596121, 18.736194], [11.723204, 13.308689, 18.451235], [10.789873, 11.657729, 20.706983], [9.901473, 12.954083, 19.973451], [11.829600, 13.062986, 22.287958], [10.880623, 14.401325, 21.562796], [13.654178, 14.319136, 21.459977], [12.772597, 15.042060, 20.093551], [15.102590, 12.115888, 20.364226], [13.855307, 11.124070, 19.586176], [12.613756, 10.994924, 21.707660], [13.940881, 11.979062, 22.533204], [14.686300, 9.284497, 21.496434], [14.235797, 9.663241, 23.067792], [15.588777, 10.487947, 22.279455], [18.609928, 20.622931, 15.591942], [19.154172, 19.742808, 16.758568], [18.062054, 19.018038, 17.560486], [18.444301, 18.844374, 19.046603], [17.408313, 18.141908, 19.865516], [17.896229, 17.954202, 21.283688], [19.079756, 16.961731, 21.038495], [18.626166, 16.086326, 19.881925], [17.277647, 16.708924, 19.372617], [16.080835, 18.907856, 19.970593], [16.169765, 20.426357, 19.988197], [14.886702, 21.129809, 20.327704], [18.380639, 19.959424, 14.784965], [19.328109, 21.396653, 15.307672], [17.708326, 21.110642, 15.912174], [19.659758, 20.380427, 17.506570], [19.937713, 19.045896, 16.432833], [17.844095, 17.989723, 17.213453], [17.122094, 19.516024, 17.349008], [18.647841, 19.741670, 19.577244], [19.387591, 18.296676, 19.102544], [17.236466, 17.414435, 21.942527], [18.112948, 18.959717, 21.691148], [19.344819, 16.465085, 21.980452], [19.949243, 17.493332, 20.758109], [18.464753, 15.067127, 20.250107], [19.368427, 16.071194, 19.094214], [16.469928, 16.270950, 19.971625], [17.138028, 16.787624, 18.330888], [15.605216, 18.486866, 20.853959], [15.514831, 18.555063, 19.120918], [16.462812, 20.656705, 18.978022], [16.965196, 20.782735, 20.613060], [14.006969, 20.803221, 19.749010], [15.074808, 22.195364, 20.247548], [14.657262, 20.943751, 21.397071], [15.165746, 17.999563, 15.348091], [14.279303, 17.707225, 14.247081], [15.761049, 19.076368, 15.158621], [14.119505, 18.331554, 16.583011], [14.663418, 19.285022, 17.383463], [12.861076, 18.725257, 16.252778], [13.964806, 17.166570, 17.439812], [13.430186, 16.588141, 14.337150], [13.368330, 15.959789, 12.961564], [12.926233, 16.558527, 12.169868], [14.382720, 15.687175, 12.678302], [12.836841, 15.006915, 12.988371], [12.400742, 16.879881, 14.751081], [13.913425, 15.863549, 15.107617], [15.687004, 17.023028, 15.607634], [17.083430, 14.202482, 22.162284], [18.505371, 13.659265, 22.231861], [16.445452, 14.056344, 21.014481], [16.328273, 13.726976, 23.445881], [15.260794, 14.565056, 23.602369], [15.872513, 12.524895, 23.468727], [17.067383, 13.993318, 24.585351], [18.840428, 12.602891, 21.310917], [20.341773, 12.439839, 21.010625], [20.344094, 11.479678, 20.469078], [20.595049, 13.245948, 20.281758], [20.975884, 12.509809, 21.903895], [18.254927, 12.741457, 20.380871], [18.467877, 11.683691, 21.754393], [17.308025, 15.289615, 22.423209]],
  "forces_ev_per_a": [[-0.8560, -0.4138, 0.6203], [0.8900, 0.4500, -0.5233], [0.2426, -0.0220, -0.4771], [0.0569, 0.1449, 0.5813], [-0.0701, 0.1632, -0.1662], [0.4945, -0.3036, -0.6273], [-0.3636, -0.0380, 0.5090], [0.2934, 0.5040, 0.1002], [-0.8879, 1.1506, 0.8025], [-0.7480, -2.2866, -0.6086], [0.4038, 2.1600, -0.7303], [-0.7101, -1.5309, -2.5543], [-0.3637, -1.1831, 0.3839], [-0.0607, 0.7046, -0.6360], [1.3912, 0.9687, 0.8554], [-0.6250, 0.5397, 1.8196], [-0.4133, -0.3091, 1.2909], [0.6786, -0.6313, 0.5412], [-1.3226, 1.0707, -0.0575], [0.1472, -0.2907, 0.1006], [0.4094, 0.2935, 0.1700], [-0.1379, 0.1792, 0.3513], [-0.0346, 0.1613, -0.1961], [-0.0446, -0.9394, -0.2977], [-0.2010, 0.0608, 0.2610], [0.6271, 0.3222, 0.2171], [-0.0940, -0.5712, -0.1197], [-0.1360, 0.3273, -0.2629], [0.1494, 0.5644, 0.0555], [-0.0927, 0.0581, 0.0389], [0.6016, -0.4252, 0.1587], [-0.2702, -0.3513, 0.5598], [-0.4575, -0.0191, -0.2978], [-0.0209, -0.1474, 0.0473], [-0.1371, -0.0021, -0.6245], [0.9167, -0.6240, -0.7376], [0.4773, -0.0372, -0.3210], [-0.1371, 0.2871, 0.0891], [0.2084, -0.1147, -0.3714], [-0.0586, 0.3104, 0.5394], [0.8581, -0.2091, -0.3475], [-0.2201, -0.4157, -0.4721], [0.0816, 0.3412, 0.1663], [0.8010, 0.5569, 0.1237], [0.3958, 0.7943, -0.6340], [0.0518, 1.1209, -0.8875], [0.6893, -0.3704, -0.9599], [-1.7470, 0.5577, 0.0287], [-1.0960, 0.0238, -1.3726], [2.1020, 0.5772, 0.7910], [1.0558, -0.0663, 0.7943], [0.3996, -0.2689, 0.7916], [2.7073, 0.2963, -0.5972], [-0.5784, -0.9688, -1.0124], [-0.1299, 0.5817, 0.5973], [-0.6771, -0.0432, -0.0112], [-0.4279, 0.1908, 0.3315], [0.2287, -0.4432, 0.0524], [-0.2559, -0.0282, 0.0575], [-0.1724, -0.6073, 0.4372], [0.4887, 0.1450, 0.2294], [0.0303, -0.7018, 0.5853], [-0.3858, 0.2125, 0.2509], [-0.0965, -0.5691, 0.2936], [-0.4551, -0.2455, 0.3550], [0.0469, 0.3716, -0.1295], [-0.4110, -0.5925, 0.0946], [-0.7639, 0.2732, 0.1389], [-0.6038, 0.2063, -0.1984], [-0.1751, -0.6701, -0.2203], [0.0374, 0.1296, -0.5316], [-0.2181, 0.0460, -0.2101], [-0.7829, -0.2675, 0.3523], [0.4264, -0.1905, 0.1364], [-0.3761, 0.5325, 0.0691], [-0.0837, -0.1045, 0.2084], [0.0983, 0.0068, -0.4229], [-0.2702, -0.1184, 0.0720], [0.3976, -0.2059, 0.1555], [0.5698, -0.4436, -0.1303], [-0.7343, 0.6889, 1.8260], [-0.3224, -0.2885, -0.6220], [-0.2280, 0.5669, 0.8335], [-1.0360, 0.9178, 1.2575], [1.1974, -0.2830, 0.5237], [-0.2671, -0.1026, 0.4433], [-0.4586, 0.1724, -1.0280], [0.0424, -0.3306, 0.0782], [0.6318, 0.3725, -0.6903], [0.5600, -0.1383, 0.6812], [0.1571, -0.3470, -1.0891], [-0.2091, 0.2619, -0.4775], [0.1592, -0.2456, -0.1504], [-0.5465, -0.4173, -0.1195], [-0.1623, -0.2654, -0.3031], [0.7609, -0.3172, -0.1983], [0.4897, 0.3077, 0.0425], [-0.1142, 0.2973, -0.2416], [0.3595, 0.5023, -0.3159], [-0.1004, 0.0270, -0.5025], [-0.0914, 0.1800, -0.1669], [-0.4490, -0.1975, -0.1382], [-0.0098, -0.5400, -0.1854], [0.1630, -0.4315, -0.3576], [0.3483, -0.1567, -0.0113], [-0.2309, -0.2881, 0.1333], [0.3037, 0.2883, -0.2349], [0.1240, -0.2047, 0.2939], [-0.1191, -0.4243, -0.3958], [0.0261, 0.3850, 0.1893], [-0.0140, 0.0554, -0.0365], [-0.0527, -0.2060, 0.2385], [-0.2867, 0.3879, 0.5040], [-0.0119, -0.2238, 0.1781], [-0.4413, 0.2940, 0.3848], [1.0105, -1.1964, -0.1723], [-1.4087, -0.7679, -0.2583], [-0.2997, 1.6832, -2.2775], [1.4849, -0.0667, -0.7723], [-0.4090, 0.6064, -0.1770], [0.6433, 1.0416, 1.1181], [0.5826, -0.8297, 0.1074], [-0.7769, -0.8882, 1.4489], [0.8951, -1.0078, -1.3048], [-1.2496, -0.4940, 3.0353], [-0.3631, 0.6322, -0.3563], [-1.8168, -0.1523, 1.2444], [-0.0558, 0.6577, 0.2135], [-0.2264, 0.1438, 0.2359], [-0.4779, -0.1611, -0.0227], [0.5384, -0.2687, 0.8954], [-0.5425, 0.7896, 0.0741], [0.6237, 0.6620, 0.4883], [0.0461, -0.0730, 0.5856], [-0.3788, -0.6291, -0.2621], [0.6415, -0.3620, 0.4779], [-0.5043, -0.1287, -0.8999], [0.1712, 0.1236, 0.3259], [-0.0954, 0.0570, -0.6265], [0.1223, -0.0628, -0.0039], [-0.2925, 0.5742, -0.6653], [-0.0646, -0.0198, 0.2764], [-0.5318, 0.2161, 0.1449], [0.0386, -0.1160, 0.3206], [0.5587, 1.0135, -0.3832], [0.7741, -0.0724, -0.7684], [0.3106, -0.5522, -0.1348], [-0.4825, -0.6633, 0.0568], [-0.0598, -0.3867, 0.0029], [0.6158, 0.3933, -0.3470], [1.1036, 0.1045, -1.4970], [0.2352, 0.5607, 1.8780], [0.8654, -0.9849, -1.4273], [0.2275, 0.1019, 0.0605], [-1.1676, -0.2834, 0.6724], [0.0552, 1.3365, 0.5105], [0.9208, 0.1342, 0.4842], [-1.6532, -0.0600, -0.4561], [1.9894, 0.1173, 1.0351], [0.0129, -0.8871, -0.0404], [0.8584, -1.7613, -0.6051], [-0.1759, -0.0918, 0.4789], [-0.2412, 1.8057, -0.1713], [0.0007, 0.2521, -0.4051], [0.1023, -0.2780, 0.1591], [-0.5083, -0.1333, 0.0588], [0.1657, 0.3320, -0.2277], [-0.0789, 0.4885, 0.1807], [-0.4543, 0.1403, -0.1827], [-0.1304, -0.0272, 0.3574], [0.3985, 0.0155, 0.0065], [-0.0730, -0.0779, -1.0140], [0.1942, -0.2662, 0.2122], [-0.1447, -0.3108, -0.5322], [0.1581, -0.5969, -0.1110], [0.1120, 0.4431, 0.0581], [-0.6219, 0.7023, 0.1384], [-0.9905, -0.2891, -0.3931], [0.2563, -0.3490, 0.4161], [0.1283, 1.2124, -0.6981], [-0.0906, 0.2629, -0.0361], [-0.0898, 0.4919, -0.1139], [-0.4565, -0.1304, 0.6505], [-0.0076, -0.4112, -0.0030], [0.3854, -0.1391, -0.5978], [-0.5164, -0.4876, -0.0801], [0.3154, -0.8244, -0.1716], [2.0827, 0.6033, -0.6266], [-1.1684, -0.0104, 0.2020], [-1.1528, -0.8652, -0.6556], [-0.3439, 0.1676, 0.5639], [0.4006, -0.9948, -0.0938], [-0.1547, 0.2071, 1.4650], [0.1605, -0.6490, -0.0733], [-1.1271, 0.2061, 0.0185], [0.5254, -0.6809, -1.1681], [-0.5395, -0.4757, -1.0088], [-0.5619, -0.3946, 0.0361], [0.7470, -0.5523, 0.5388], [-0.4618, -0.1219, 0.3085], [-0.2937, 0.3833, 0.1341], [-0.6984, -0.3011, -0.1932], [0.2811, 0.0742, 0.0820], [0.1101, -0.2597, -0.1415], [0.7713, 0.2060, 0.0556], [0.5156, 0.7145, 0.0152], [0.1458, -0.1660, 0.5067], [-0.2424, 0.1319, -0.0749], [0.2844, -0.0361, -0.1464], [-0.2651, 0.8219, -1.2877], [0.0257, 0.1386, 0.2151], [1.1141, 0.1700, 0.1196], [-0.2311, 0.3110, -0.3356], [0.2528, 0.0555, 0.3794], [0.3865, 0.0703, 0.1250], [-0.3772, -0.1300, 0.5003], [0.2859, 0.3912, 0.1599], [0.2887, -0.0511, 0.9434], [0.5011, 0.2571, 0.4344], [-0.8553, 0.6938, -0.0297], [-0.4188, -0.3757, -1.1214], [-0.0135, 0.5606, -0.0543], [-0.0857, 0.1036, 0.1761], [0.8635, -0.6995, 1.2010], [0.1367, 0.4609, 0.6198], [-0.2738, -1.0107, -0.0130], [-0.0681, -0.0482, -0.7709], [-0.8172, 0.0788, 1.1899], [2.3409, -0.0736, -0.7955], [-0.6249, 0.7482, 1.3743], [-0.7253, -0.4699, -0.2181], [0.9774, 0.2949, 2.4675], [-0.0610, -0.9263, -0.2140], [0.3166, -0.9937, -1.0171], [-0.5519, -0.3467, 1.2013], [-0.3213, -0.0836, -0.7227], [-0.0139, -0.1754, -0.1703], [-0.4891, 0.2025, 0.0437], [-0.1176, 0.1069, -0.3176], [-0.4157, -0.0679, -0.0941], [0.5182, 0.5912, -0.4597], [-0.2346, 0.2503, 0.4653], [0.0031, 1.2119, 0.1675], [-0.3570, -0.2332, -0.1527], [-1.0285, 0.1588, -0.3137], [0.1311, -0.6464, -0.0666], [-0.3415, -0.3090, -0.3535], [1.0749, 0.7071, -0.1990], [-0.2014, 0.2296, -0.4051], [-0.0241, -0.0452, 0.0433], [-0.1114, -0.1272, -0.6153], [-0.4222, -0.6415, -1.0042], [-0.0304, 0.0939, 0.1477], [-0.2590, 0.2193, -0.1354], [0.1152, 0.5740, -0.4634], [0.4164, 0.1305, 0.6291], [0.5188, 0.2661, 0.0050], [-0.3696, 0.1602, -0.2197], [-0.0596, 0.1060, -0.4917], [-2.7522, -0.2797, 1.2788], [-0.3388, -0.1445, -0.8060], [2.5457, 1.6682, -0.9091], [0.1258, -1.7488, 0.7407], [-0.8862, -0.4589, -0.2812], [1.2427, -0.1781, 0.4537], [-0.0582, 1.5255, -0.7021], [-0.0944, -0.5171, 1.4782], [0.1451, -1.0134, 0.2984], [-0.0440, 0.3079, 0.1904], [0.1756, 0.1905, -0.1990], [-0.2826, 0.0611, 0.0384], [1.2865, -0.4088, -0.5831], [-0.9556, 0.7716, -1.2178], [-0.0706, 0.4931, -0.0354], [0.5957, 0.8116, -0.7335], [0.0963, -0.2563, -0.7511], [0.2377, -0.5014, 0.9650], [1.1335, 3.2637, 0.6393], [-0.3384, -0.1669, -0.3726], [-0.1666, -1.9319, 0.1467], [-0.2694, -0.8815, -0.9889], [-1.0870, 0.4083, 0.7923], [-1.3246, 1.1529, -0.7113], [0.6451, 0.2355, 0.4926], [0.2565, -0.4968, 0.4921], [-0.1817, -0.3796, -0.3229], [0.3323, 0.0752, 0.1907], [-0.0180, -0.4873, 0.0783], [-0.1590, -0.7289, 0.0122]],
  "mulliken_charge": [2.99, -0.73, -0.37, -0.94, -0.51, -0.56, -0.92, -1.31, 1.00, -0.60, -0.96, 0.43, -0.63, -0.82, -0.62, -0.27, -1.14, 0.13, -1.49, -0.01, 0.48, 0.40, 0.16, -0.85, 0.49, 0.32, -0.06, 0.62, 0.53, 0.40, 0.41, 0.33, 0.42, 0.27, 0.59, 0.05, 0.79, 0.47, 0.04, 0.31, 0.38, 0.37, 0.37, -1.40, 0.55, 0.10, -0.70, 1.11, -0.63, -0.87, 0.16, 1.10, -1.20, 0.60, -1.72, 0.04, 0.47, 0.25, -0.66, 0.55, 0.54, -0.22, -0.13, 0.70, 0.44, 0.25, 0.34, 0.57, -0.13, -0.08, 0.02, -1.23, 0.46, 0.49, 0.10, -0.03, 0.37, 0.38, 0.44, -1.33, -0.71, -0.50, -0.14, 0.37, -0.03, -0.65, -0.78, -0.60, -0.91, 0.97, -1.36, 0.41, 0.27, 0.35, 0.36, 0.43, 0.49, 0.35, -0.36, 0.60, -0.19, 0.51, 0.33, 0.35, 0.31, 0.49, 0.49, 0.44, 0.45, 0.26, 0.05, -0.47, 0.07, 0.36, 0.46, -1.97, 0.55, 2.95, -1.78, 0.48, -0.99, -0.55, 0.36, 0.37, -0.72, -0.29, -1.44, 0.28, 0.39, 0.53, 0.75, -0.92, -0.86, -0.80, 0.42, 0.40, 0.54, 0.48, 0.09, 0.60, -0.90, 0.63, -0.13, 0.20, 0.89, 0.01, 0.04, 0.31, 0.23, 0.39, 0.51, -0.47, -0.22, -0.39, -1.25, 0.69, -0.68, -0.61, -0.72, -0.44, -0.97, -0.07, -1.49, 0.44, -0.13, 0.04, 0.46, -0.34, 0.59, 0.20, 0.52, 0.38, 0.29, 0.29, 0.33, 0.42, 0.42, 0.35, 0.44, 0.25, 0.29, 0.64, 0.34, 0.29, 0.37, 0.39, 0.40, -0.57, 1.45, -1.15, 0.15, 0.65, -0.71, -0.80, -0.70, -0.44, 0.54, -0.79, -1.45, -0.26, -0.33, 0.73, -1.30, 0.91, 0.06, 0.20, 0.57, -0.08, 0.43, 0.61, 0.35, 0.38, 0.27, 0.51, -0.03, 0.65, -0.51, 0.32, 0.30, 0.25, 0.38, 0.38, 0.25, -1.86, 1.49, 1.24, -1.19, 1.04, -1.04, -1.36, 0.87, -0.27, -0.43, -0.37, -1.57, 0.15, 0.47, 0.67, -0.57, -0.54, -0.54, -0.16, 0.81, 0.04, 0.44, 0.59, 0.60, 0.64, -0.19, -0.35, -0.10, 0.08, 0.64, 0.05, 0.07, 0.54, 0.29, 0.42, 0.40, 0.20, 0.06, -0.73, 0.60, -0.24, -0.29, -0.26, 0.32, -1.04, -0.15, 0.28, 0.54, 0.21, -0.29, -0.38, 0.41, -0.46, -0.03, 0.77, -0.32, -0.22, -0.33, 0.42, -0.48, 0.18, -0.28, 0.32, -0.70, 0.82, -1.38],
  "total_charge": 4,
  "e_homo_ev": -13.1,
  "homo_lumo_gap_ev": 6.52,
  "total_energy_ev": -151556.0091
}